1.
Formula: C55H42IN4O3P2SV
Source: OMol25
Level of theory: wB97M-V/def2-TZVPD

Energy above the lowest of the compared OMol25 structures with the same formula, charge and spin (kcal per mole): 102.8
Molecular weight (Da): 1078.83
HOMO-LUMO gap (alpha / beta) (eV): 6.40 / 6.62

Structure (ORCA input):
```
! RIJCOSX wB97M-V def2-TZVPD def2/J DEFGRID3
* xyz -1 4
I 1.668 -0.893 -2.157
V 0.771 -0.926 0.516
S 0.364 -0.531 5.054
P -0.926 -2.424 -0.035
P 0.491 1.544 0.092
O 2.661 0.550 0.833
O 3.010 -2.367 0.982
O -2.231 -0.193 1.295
N 7.119 -0.419 2.202
N 3.631 -0.143 2.744
N 5.672 0.618 -1.583
N 0.400 2.058 1.929
C -4.604 -4.152 2.174
C -3.126 -1.370 -3.284
C 6.181 -0.137 1.599
C 0.337 1.778 -3.035
C 0.648 2.342 -1.766
C 1.090 3.322 1.835
C -1.441 -2.859 -4.103
C 0.551 0.431 -3.403
C -3.486 -3.674 0.100
C 0.504 -1.012 2.468
C -2.486 -3.025 2.178
C 3.179 2.250 -0.830
C -1.774 3.522 0.401
C 0.533 -2.157 4.524
C 0.228 -6.367 -0.413
C -2.440 -3.068 0.790
C -0.172 4.018 -3.899
C 0.176 -0.074 -4.621
C 1.856 -2.549 0.597
C -3.032 3.923 -0.020
C -2.531 -2.039 -4.342
C -1.198 2.361 -0.102
C 0.580 -2.255 3.174
C 5.328 0.473 -0.496
C 1.351 -3.897 0.244
C 0.890 4.233 2.985
C -3.229 1.956 -1.363
C 1.575 -6.271 -0.086
C 0.468 1.467 3.172
C 5.049 0.224 0.856
C 2.600 2.918 1.543
C 0.379 4.557 -2.772
C -0.172 2.623 -4.073
C -0.006 -4.004 -0.079
C 0.408 0.036 3.357
C -3.765 3.147 -0.899
C -2.641 -1.526 -1.999
C -0.948 -3.017 -2.820
C 0.745 3.718 -1.721
C -0.564 -5.231 -0.402
C -4.562 -4.207 0.791
C 3.437 4.102 1.266
C 3.829 3.409 -1.009
C 3.937 4.367 0.052
C -3.180 0.185 2.258
C -0.621 2.070 -5.289
C 0.565 2.273 4.286
C -3.557 -3.565 2.865
C 2.441 1.928 0.392
C -1.552 -2.361 -1.751
C 2.137 -5.052 0.243
C 0.646 3.685 4.184
C 3.802 0.205 1.444
C -1.958 1.588 -0.980
C -0.471 0.740 -5.556
H 0.474 5.628 -2.655
H -1.258 4.144 1.120
H -3.980 -0.733 -3.464
H -2.912 -1.927 -5.348
H 0.585 -2.937 5.261
H 3.185 -4.974 0.500
H -3.795 1.324 -2.030
H -1.051 2.738 -6.021
H -5.370 -4.669 0.241
H 0.511 4.289 5.072
H 4.323 3.611 -1.947
H -0.801 0.314 -6.492
H 3.592 4.769 2.104
H 4.329 -0.721 3.186
H -2.758 0.162 3.268
H 0.399 -1.100 -4.865
H 2.666 -0.346 3.002
H 0.683 -3.215 2.686
H 1.093 4.195 -0.815
H -0.204 -7.327 -0.668
H 4.497 5.269 -0.141
H -1.468 0.407 1.361
H -4.749 3.464 -1.220
H -3.435 4.864 0.333
H -3.471 -3.733 -0.980
H 3.163 1.513 -1.616
H -0.104 -3.668 -2.645
H -0.974 -3.383 -4.926
H -1.522 0.670 -1.361
H -5.454 -4.557 2.708
H -3.998 -0.532 2.203
H -3.109 -1.028 -1.161
H -3.575 -3.527 3.944
H 2.182 -7.165 -0.086
H -0.584 4.642 -4.677
H -3.575 1.187 2.059
H -1.672 -2.555 2.710
H 2.942 2.421 2.462
H 0.759 3.799 0.903
H 0.527 1.839 5.271
H 0.966 5.297 2.819
H -1.615 -5.302 -0.643
*
```

2.
Formula: C55H43FGeNP3Rh
Source: OMol25
Level of theory: wB97M-V/def2-TZVPD

Molecular weight (Da): 1005.39
HOMO-LUMO gap (alpha / beta) (eV): 7.63 / 4.13

Structure (ORCA input):
```
! RIJCOSX wB97M-V def2-TZVPD def2/J DEFGRID3
* xyz 3 5
Rh 0.958 -0.060 0.202
Ge -2.363 0.282 -0.782
P -0.351 -1.690 1.348
P 0.904 -0.483 -2.128
P 0.315 2.150 0.797
F -4.058 0.602 -1.170
N 4.044 -0.365 0.900
C -0.895 4.018 -0.943
C -0.942 -3.951 -3.278
C 1.934 -5.033 3.516
C 2.247 2.391 2.798
C -1.272 -0.933 2.746
C 0.370 5.163 -2.640
C 3.026 3.099 3.705
C -2.460 1.583 -3.266
C -1.367 2.127 1.493
C -2.645 -1.196 2.978
C 3.465 0.505 -2.596
C 4.860 -0.184 -4.421
C -1.184 0.254 4.835
C 1.982 5.148 2.990
C 1.208 4.449 2.080
C -4.003 2.263 2.550
C 1.226 -3.165 -1.734
C 2.693 -1.193 -4.130
C 4.654 0.609 -3.303
C 0.394 -2.204 -2.318
C -2.953 2.858 3.217
C -3.817 -3.600 -0.978
C -1.571 0.838 -2.495
C -0.816 1.812 -5.005
C -0.287 0.558 -3.006
C -0.105 -4.904 -2.712
C 0.979 -4.512 -1.934
C -2.087 2.056 -4.521
C -3.739 1.531 1.406
C -0.698 -2.597 -3.084
C 0.611 -4.760 3.853
C 2.481 -0.392 -3.006
C 1.423 3.454 -1.324
C 1.338 3.061 1.982
C -2.528 -1.638 -0.407
C 2.893 4.474 3.799
C 2.563 -4.302 2.521
C -1.652 -2.447 0.344
C 0.551 -3.012 2.199
C 1.493 4.403 -2.328
C -0.555 -0.207 3.678
C -1.630 2.780 2.692
C -3.258 -0.788 4.167
C -0.080 -3.751 3.204
C 2.917 -0.281 0.689
C 1.873 -3.292 1.864
C -3.613 -2.226 -1.051
C 3.881 -1.080 -4.835
C -2.542 -0.063 5.088
C -0.818 4.969 -1.952
C -2.409 1.438 0.856
C -1.837 -3.828 0.364
C 0.082 1.072 -4.249
C -2.918 -4.400 -0.294
C 0.229 3.262 -0.627
H -2.797 2.623 -5.110
H 1.887 6.224 3.064
H -4.670 -4.042 -1.476
H -4.295 -1.037 4.352
H -1.826 3.884 -0.406
H 5.417 1.309 -2.986
H -3.007 0.258 6.012
H 2.422 4.562 -2.861
H 2.471 -5.816 4.034
H -3.056 -5.473 -0.263
H -4.557 1.051 0.884
H 5.027 -0.445 1.102
H -0.292 -5.956 -2.888
H -0.616 0.807 5.573
H -0.828 3.282 3.216
H 3.299 1.133 -1.729
H -3.131 3.418 4.128
H 2.092 -2.857 -1.156
H -3.454 1.790 -2.899
H 0.426 5.914 -3.418
H -1.784 -4.260 -3.885
H 0.116 -5.338 4.623
H -1.689 5.566 -2.194
H -0.517 2.192 -5.973
H -4.301 -1.614 -1.620
H -1.107 -3.548 3.482
H 1.636 -5.256 -1.501
H 2.362 -2.734 1.077
H 5.788 -0.108 -4.973
H -1.142 -4.465 0.894
H 0.500 -0.007 3.519
H 3.505 5.028 4.499
H 1.072 0.884 -4.640
H 2.306 2.885 -1.055
H 4.043 -1.697 -5.709
H 1.939 -1.900 -4.454
H 2.344 1.315 2.729
H -5.015 2.345 2.924
H 3.590 -4.521 2.256
H -1.344 -1.859 -3.546
H 0.521 4.985 1.434
H 3.735 2.580 4.338
H -3.211 -1.773 2.256
*
```

3.
Formula: C55H44N6Se2Sn
Source: OMol25
Level of theory: wB97M-V/def2-TZVPD

Molecular weight (Da): 1065.63
HOMO-LUMO gap (alpha / beta) (eV): 4.20 / 4.20

Structure (ORCA input):
```
! RIJCOSX wB97M-V def2-TZVPD def2/J DEFGRID3
* xyz 2 1
Sn -0.141 -0.069 0.098
Se 2.247 -0.449 2.834
Se 1.797 2.838 0.526
N -0.641 -2.075 -0.936
N 4.126 -1.837 -1.349
N -1.883 1.417 0.778
N -1.461 -1.168 1.750
N 2.241 -0.670 -1.269
N -1.080 0.549 -1.903
C -1.909 0.799 3.145
C -2.817 -5.353 1.357
C 2.360 -0.237 -5.862
C 2.821 -1.807 -1.000
C 5.594 -0.053 -2.378
C -4.569 5.770 -3.062
C 0.021 -1.266 -3.130
C 4.318 1.954 -2.853
C -0.969 2.046 5.065
C -2.336 2.470 0.084
C -1.774 -0.599 2.928
C -2.024 -1.611 3.913
C 1.054 -1.323 -4.125
C 4.421 -0.605 -1.885
C -0.164 -3.709 -2.448
C -2.489 4.636 -2.665
C -1.526 -2.517 1.927
C -0.477 -5.745 1.761
C 3.328 -1.230 -5.778
C -2.068 -7.520 2.062
C -0.922 2.325 6.418
C -4.539 3.769 -1.738
C -3.193 5.690 -3.215
C -2.018 1.723 2.107
C -2.422 2.540 -1.330
C -3.158 3.673 -1.908
C 1.720 2.390 2.429
C -3.093 -6.667 1.684
C 2.047 -2.325 -4.067
C 3.301 4.082 0.583
C -3.017 0.831 5.393
C -1.901 1.608 -2.213
C 1.247 -0.272 -5.050
C -1.541 0.487 -4.123
C 2.815 1.444 2.893
C 3.953 -1.266 2.343
C 5.521 1.241 -2.849
C -2.535 3.056 2.237
C -2.210 1.556 -3.609
C -0.819 -3.279 -0.348
C -1.251 -3.491 0.975
C -0.820 -0.096 -3.038
C -0.572 -4.317 -1.298
C 3.211 0.120 -1.843
C -1.990 1.248 4.541
C 3.151 1.413 -2.355
C 3.156 -2.277 -4.881
C -0.765 -7.052 2.114
C -3.002 1.174 6.732
C -1.932 1.883 7.259
C -1.504 -4.888 1.377
C -1.902 -2.804 3.282
C -2.760 3.508 0.976
C -0.211 -2.302 -2.202
C -5.240 4.799 -2.335
H 3.717 1.530 2.285
H -0.695 -5.364 -1.113
H 3.079 1.656 3.931
H -0.090 2.882 6.826
H 0.537 -5.375 1.806
H 0.033 -7.705 2.436
H -3.823 0.887 7.373
H -3.848 0.271 4.991
H 6.415 1.714 -3.224
H 1.963 -3.114 -3.338
H 3.771 -2.334 2.255
H -0.187 2.405 4.411
H -2.731 3.560 3.163
H 4.687 -1.081 3.123
H -1.418 4.569 -2.787
H 6.517 -0.611 -2.388
H 4.219 -1.174 -6.384
H 2.986 4.993 1.087
H -2.275 -1.443 4.937
H 2.218 1.959 -2.363
H -3.180 4.446 0.669
H -1.616 0.088 -5.116
H 0.527 0.528 -5.113
H -6.312 4.843 -2.232
H -1.887 2.097 8.317
H 4.133 3.622 1.111
H 2.484 0.575 -6.560
H -2.040 -3.785 3.688
H 0.049 -4.172 -3.390
H 4.766 -2.610 -1.241
H 0.741 1.931 2.580
H 4.316 2.952 -3.263
H -2.667 6.453 -3.767
H 4.284 -0.861 1.391
H -3.611 -4.687 1.054
H 3.584 4.301 -0.443
H -2.286 -8.545 2.318
H -5.115 6.585 -3.508
H 1.759 3.334 2.978
H 3.910 -3.045 -4.809
H -2.873 2.230 -4.115
H -5.058 2.998 -1.189
H 2.320 -2.643 -0.551
H -4.112 -7.023 1.642
*
```

4.
Formula: C55H46N9O3P2RhS
Source: OMol25
Level of theory: wB97M-V/def2-TZVPD

Energy above the lowest of the compared OMol25 structures with the same formula, charge and spin (kcal per mole): 0.0
Molecular weight (Da): 1077.95
HOMO-LUMO gap (alpha / beta) (eV): 6.32 / 4.80

Structure (ORCA input):
```
! RIJCOSX wB97M-V def2-TZVPD def2/J DEFGRID3
* xyz 2 5
Rh 0.197 -0.155 -2.121
S -1.860 2.234 3.092
P -0.413 0.650 -0.041
P 2.110 -1.496 -2.139
O 0.491 1.265 1.177
O 1.866 -1.122 0.769
O -0.923 3.483 2.753
N 1.046 0.442 -7.124
N 0.724 -4.353 -4.387
N 0.607 -3.248 -5.216
N -6.372 4.353 6.084
N -1.258 2.147 -0.483
N 1.733 -2.646 -3.371
N 0.963 0.117 -4.369
N -1.799 0.945 -2.413
N -1.992 3.306 -2.398
C -5.335 3.888 5.383
C 1.881 0.691 4.493
C -4.051 -0.622 1.391
C 2.382 -3.594 3.726
C 3.204 -2.536 2.971
C -2.693 2.065 -4.313
C -0.639 3.874 1.263
C -2.473 3.259 -3.636
C -2.397 -3.089 -0.492
C 3.872 0.596 -2.294
C -1.735 -0.247 0.825
C 3.556 -0.652 -2.827
C 1.229 1.272 3.416
C -1.964 5.934 1.111
C 5.438 -0.483 -4.316
C 4.975 1.293 -2.761
C 0.877 1.327 -4.931
C -1.717 2.146 -1.817
C -3.326 4.315 4.110
C -1.383 -1.363 1.588
C 5.755 0.755 -3.775
C -1.497 -4.090 -0.167
C -3.080 0.102 0.715
C 1.127 -0.927 -5.184
C 1.002 -3.880 -3.025
C -1.120 -2.585 -2.464
C 2.518 -1.186 3.108
C 0.926 1.484 -6.302
C -1.613 3.245 0.335
C -4.388 4.784 4.821
C 1.193 0.621 2.198
C -0.204 -3.596 -2.143
C -4.102 2.022 4.485
C -2.311 0.918 -3.651
C 2.492 -0.536 4.340
C 1.887 -0.580 2.029
C -2.858 3.843 0.224
C 3.305 -2.925 1.506
C 4.240 -4.383 -0.199
C 2.672 -2.211 0.498
C 1.155 -0.752 -6.573
C -2.204 -2.329 -1.640
C -0.771 5.353 1.344
C -2.352 -2.065 2.290
C 4.619 -2.454 3.572
C -5.165 2.489 5.190
C -3.159 2.922 3.923
C 1.187 -2.281 -4.615
C 4.343 -1.190 -3.842
C -0.401 -4.337 -0.988
C -3.060 5.145 0.657
C 3.644 -3.619 -1.186
C 4.062 -4.031 1.126
C -3.685 -1.693 2.195
C 2.829 -2.544 -0.851
H 2.973 -0.997 5.191
H 0.767 2.243 3.507
H 4.100 -2.158 -4.264
H -3.660 3.339 -0.299
H 1.902 1.199 5.448
H 3.257 1.022 -1.506
H -3.114 2.037 -5.306
H 4.581 -2.216 4.634
H -5.094 -0.349 1.291
H 0.770 2.177 -4.267
H -3.373 0.950 0.109
H 5.214 -1.691 3.069
H 2.868 -4.569 3.664
H 4.857 -5.231 -0.461
H -7.039 3.731 6.511
H 6.612 1.303 -4.146
H -2.912 -1.550 -1.896
H 0.862 2.468 -6.749
H 0.312 -5.110 -0.721
H 1.379 -3.686 3.305
H -0.359 -1.699 1.631
H -2.683 4.214 -4.103
H -4.037 5.596 0.546
H -1.010 -2.038 -3.394
H 5.137 -3.407 3.482
H 0.377 3.532 1.109
H 1.652 -4.590 -2.518
H 3.821 -3.848 -2.231
H -0.060 -4.980 -4.497
H 2.290 -3.329 4.780
H -2.095 7.000 1.245
H -3.966 0.954 4.348
H -1.647 -4.686 0.724
H -2.400 -0.062 -4.106
H -4.517 5.848 4.973
H 5.225 2.257 -2.338
H -3.253 -2.899 0.142
H -2.066 -2.917 2.894
H -2.595 4.992 3.689
H 0.085 5.915 1.693
H -4.444 -2.254 2.728
H 6.046 -0.901 -5.108
H -6.492 5.338 6.251
H -5.884 1.804 5.620
H 4.544 -4.626 1.891
H 1.262 -1.611 -7.222
*
```